{"formula": "C20H70IO25", "method": "ωB97M-V/def2-TZVPD", "charge": -1, "orbital_gap_ha": 0.3101, "species": ["I", "O", "H", "H", "O", "H", "H", "O", "H", "H", "O", "H", "H", "O", "H", "H", "C", "C", "O", "O", "H", "H", "H", "H", "H", "H", "C", "C", "O", "O", "H", "H", "H", "H", "H", "H", "C", "C", "O", "O", "H", "H", "H", "H", "H", "H", "C", "C", "O", "O", "H", "H", "H", "H", "H", "H", "C", "C", "O", "O", "H", "H", "H", "H", "H", "H", "C", "C", "O", "O", "H", "H", "H", "H", "H", "H", "C", "C", "O", "O", "H", "H", "H", "H", "H", "H", "C", "C", "O", "O", "H", "H", "H", "H", "H", "H", "C", "C", "O", "O", "H", "H", "H", "H", "H", "H", "C", "C", "O", "O", "H", "H", "H", "H", "H", "H"], "coordinates": [[0.600, -0.504, 0.126], [-0.446, -3.847, -0.940], [-1.334, -3.620, -1.216], [-0.025, -3.004, -0.773], [3.667, -2.311, -0.935], [2.889, -1.866, -0.597], [3.368, -3.197, -1.137], [4.479, 1.302, -1.120], [5.201, 0.971, -1.654], [3.743, 0.728, -1.331], [-0.059, 1.070, -3.628], [-0.315, 1.715, -2.969], [-0.284, 0.226, -3.237], [0.590, -1.405, 3.495], [0.574, -1.656, 2.571], [0.345, -0.480, 3.496], [0.494, -4.788, 4.985], [0.132, -5.310, 6.383], [-0.091, -4.359, 7.338], [-0.553, -4.623, 4.143], [1.037, -5.583, 4.474], [1.208, -3.972, 5.096], [1.013, -5.622, 6.945], [-0.590, -6.123, 6.452], [-1.032, -4.193, 7.245], [-0.226, -3.818, 3.735], [-5.481, 0.536, -2.839], [-4.017, 0.969, -2.908], [-3.827, 2.014, -2.091], [-5.688, -0.462, -3.809], [-6.090, 1.426, -3.000], [-5.651, 0.186, -1.821], [-3.802, 1.331, -3.913], [-3.379, 0.138, -2.606], [-2.934, 2.033, -1.741], [-5.691, -0.142, -4.714], [0.680, 3.491, -1.680], [0.132, 4.924, -2.130], [-0.456, 5.642, -1.023], [-0.466, 2.637, -1.563], [1.183, 3.436, -0.715], [1.405, 3.106, -2.398], [-0.678, 4.911, -2.859], [0.969, 5.588, -2.347], [0.196, 5.525, -0.328], [-0.239, 1.876, -1.023], [4.512, 4.283, 1.282], [4.211, 5.716, 1.798], [4.257, 6.618, 0.629], [3.383, 3.883, 0.496], [4.677, 3.640, 2.147], [5.438, 4.179, 0.717], [4.892, 6.039, 2.586], [3.198, 5.786, 2.193], [3.441, 6.510, 0.135], [3.587, 2.987, 0.216], [-4.056, 2.233, 2.139], [-3.646, 0.927, 1.403], [-4.541, 0.579, 0.434], [-5.154, 2.204, 3.027], [-4.297, 3.048, 1.456], [-3.202, 2.501, 2.761], [-3.485, 0.074, 2.062], [-2.614, 1.013, 1.063], [-4.539, 1.320, -0.176], [-5.906, 2.145, 2.433], [-5.161, -2.981, 1.266], [-3.699, -3.411, 1.634], [-3.184, -4.226, 0.611], [-5.183, -2.240, 0.005], [-5.506, -2.296, 2.041], [-5.740, -3.899, 1.370], [-3.604, -3.925, 2.591], [-3.136, -2.482, 1.726], [-3.477, -3.851, -0.223], [-5.426, -1.316, 0.097], [1.892, -3.171, -5.247], [2.434, -2.156, -4.277], [3.265, -1.187, -4.859], [2.841, -4.064, -5.742], [1.597, -2.684, -6.176], [1.032, -3.651, -4.780], [2.900, -2.758, -3.496], [1.562, -1.688, -3.821], [4.073, -1.637, -5.115], [2.691, -4.908, -5.310], [-2.716, -3.229, -3.400], [-1.722, -2.577, -4.394], [-1.427, -3.600, -5.350], [-2.763, -2.443, -2.244], [-2.494, -4.281, -3.222], [-3.668, -3.388, -3.906], [-0.774, -2.201, -4.010], [-2.124, -1.660, -4.824], [-0.908, -4.275, -4.908], [-3.569, -1.989, -1.988], [5.443, 0.794, 2.647], [4.462, 0.090, 1.686], [5.341, -0.709, 0.858], [6.079, -0.142, 3.487], [4.833, 1.436, 3.283], [6.115, 1.413, 2.053], [3.899, 0.888, 1.201], [3.875, -0.734, 2.090], [4.798, -1.122, 0.183], [6.544, -0.807, 2.972], [1.150, 3.141, 2.825], [0.179, 3.959, 2.023], [0.945, 4.921, 1.376], [2.043, 3.867, 3.674], [1.843, 2.627, 2.159], [0.712, 2.345, 3.427], [-0.615, 4.285, 2.694], [-0.390, 3.415, 1.269], [1.770, 4.440, 1.275], [2.260, 3.485, 4.527]]}

{"formula": "C20H78F4N2O32S2", "method": "ωB97M-V/def2-TZVPD", "orbital_gap_ha": 0.2181, "species": ["C", "C", "C", "C", "C", "C", "C", "C", "S", "C", "O", "O", "C", "C", "C", "F", "C", "C", "C", "O", "C", "F", "F", "F", "C", "N", "S", "N", "C", "C", "C", "H", "H", "H", "H", "H", "H", "H", "H", "H", "H", "H", "H", "H", "H", "H", "H", "H", "H", "H", "H", "O", "H", "H", "O", "H", "H", "O", "H", "H", "O", "H", "H", "O", "H", "H", "O", "H", "H", "O", "H", "H", "O", "H", "H", "O", "H", "H", "O", "H", "H", "O", "H", "H", "O", "H", "H", "O", "H", "H", "O", "H", "H", "O", "H", "H", "O", "H", "H", "O", "H", "H", "O", "H", "H", "O", "H", "H", "O", "H", "H", "O", "H", "H", "O", "H", "H", "O", "H", "H", "O", "H", "H", "O", "H", "H", "O", "H", "H", "O", "H", "H", "O", "H", "H", "O", "H", "H"], "coordinates": [[-0.223, -5.153, 2.096], [-0.187, -3.991, 0.961], [0.501, -4.408, -0.390], [0.531, -3.345, -1.516], [-0.098, -1.941, -1.257], [-0.006, -0.898, -2.501], [0.089, 0.557, -1.850], [1.402, 1.058, -1.198], [2.987, 0.124, -1.126], [4.305, 1.065, -2.089], [3.493, -0.052, 0.306], [2.947, -1.264, -1.728], [1.353, 2.519, -0.546], [2.649, 3.196, 0.154], [3.286, 4.391, -0.758], [2.360, 3.645, 1.512], [0.024, 3.379, -0.569], [-0.096, 4.859, 0.113], [-0.879, 4.831, 1.517], [-0.491, 3.692, 2.317], [-2.473, 4.951, 1.409], [-2.936, 5.773, 0.346], [-2.914, 5.613, 2.621], [-3.148, 3.680, 1.438], [-1.293, 2.861, -1.256], [-2.584, 3.485, -1.426], [-3.504, 2.268, -2.224], [-2.477, 0.936, -2.476], [-1.248, 1.418, -1.883], [-0.758, -1.524, 0.102], [-0.799, -2.594, 1.236], [-0.902, -4.738, 2.924], [-0.726, -6.061, 1.574], [0.824, -5.386, 2.491], [0.977, -5.433, -0.571], [1.008, -3.559, -2.537], [0.896, -1.139, -3.167], [-0.955, -0.970, -3.148], [4.010, 0.954, -3.203], [5.336, 0.548, -2.010], [4.406, 2.152, -1.756], [3.517, 2.443, 0.279], [4.396, 4.136, -0.966], [3.316, 5.400, -0.182], [2.784, 4.466, -1.780], [0.923, 5.351, 0.264], [-0.647, 5.538, -0.648], [-0.527, 5.759, 2.113], [-0.857, 2.854, 1.955], [-1.187, -0.468, 0.273], [-1.277, -2.294, 2.253], [-2.507, -2.754, -3.496], [-2.639, -2.575, -4.436], [-2.949, -3.602, -3.355], [-1.966, -7.693, 2.047], [-2.919, -7.527, 2.026], [-1.756, -7.726, 2.989], [0.141, 5.990, 4.850], [-0.751, 6.062, 4.488], [0.582, 5.362, 4.262], [2.118, 7.132, 0.073], [1.383, 7.697, -0.207], [2.512, 7.614, 0.812], [-4.649, 7.448, 4.718], [-5.539, 7.517, 4.353], [-4.204, 6.821, 4.132], [-2.812, -10.495, 1.695], [-2.215, -9.761, 1.487], [-2.336, -10.999, 2.369], [-6.359, 2.765, -0.566], [-5.608, 3.172, -0.112], [-6.883, 3.517, -0.871], [-1.437, -5.408, -3.699], [-0.846, -4.672, -3.901], [-0.961, -5.914, -3.029], [-5.073, -9.327, 0.019], [-4.691, -9.111, -0.841], [-4.403, -9.883, 0.441], [2.064, 6.365, -3.254], [1.332, 6.929, -3.534], [2.461, 6.846, -2.515], [-8.320, 3.659, 2.039], [-8.929, 2.937, 2.237], [-7.819, 3.340, 1.276], [4.958, 1.738, 2.207], [5.376, 1.336, 2.978], [4.592, 0.986, 1.719], [0.957, 9.735, -0.912], [0.224, 10.297, -1.191], [1.352, 10.216, -0.170], [-0.534, -10.829, 3.882], [0.136, -10.343, 4.379], [-0.734, -11.591, 4.442], [5.945, 4.913, -2.560], [5.690, 5.110, -3.471], [6.884, 5.139, -2.526], [-4.470, -3.423, -1.244], [-3.718, -3.013, -0.794], [-4.997, -2.673, -1.548], [-4.800, -9.113, 3.769], [-5.691, -9.037, 3.405], [-4.367, -9.753, 3.190], [4.961, -1.280, -4.201], [5.621, -1.928, -3.921], [4.265, -1.349, -3.533], [8.068, -1.619, -4.280], [8.869, -1.325, -3.826], [7.736, -0.820, -4.709], [1.976, 10.259, 2.128], [2.717, 10.486, 2.704], [1.459, 9.631, 2.649], [5.832, 6.378, 0.455], [5.485, 5.629, 0.956], [5.852, 6.061, -0.458], [10.625, -1.553, -2.647], [11.298, -1.074, -2.147], [10.428, -2.322, -2.096], [-2.988, 6.445, -2.633], [-2.798, 5.612, -2.179], [-3.322, 7.020, -1.935], [-6.858, -10.995, 2.704], [-6.985, -10.820, 1.762], [-7.304, -11.839, 2.848], [-1.237, 1.535, 4.688], [-0.443, 1.835, 5.148], [-1.571, 2.331, 4.255], [-3.298, -1.655, 3.001], [-3.312, -1.045, 3.749], [-4.103, -2.177, 3.109], [-6.900, -5.232, -1.078], [-7.160, -5.050, -1.989], [-5.965, -4.986, -1.047], [11.648, -4.009, -3.847], [12.402, -3.606, -3.400], [11.123, -3.254, -4.145], [-3.902, -5.379, 0.391], [-4.035, -5.198, -0.551], [-4.344, -6.226, 0.531]]}

{"formula": "C20H80As2F12N40O20", "method": "ωB97M-V/def2-TZVPD", "charge": -2, "orbital_gap_ha": 0.2726, "species": ["As", "F", "F", "F", "F", "F", "F", "As", "F", "F", "F", "F", "F", "F", "C", "O", "N", "N", "H", "H", "H", "H", "C", "O", "N", "N", "H", "H", "H", "H", "C", "O", "N", "N", "H", "H", "H", "H", "C", "O", "N", "N", "H", "H", "H", "H", "C", "O", "N", "N", "H", "H", "H", "H", "C", "O", "N", "N", "H", "H", "H", "H", "C", "O", "N", "N", "H", "H", "H", "H", "C", "O", "N", "N", "H", "H", "H", "H", "C", "O", "N", "N", "H", "H", "H", "H", "C", "O", "N", "N", "H", "H", "H", "H", "C", "O", "N", "N", "H", "H", "H", "H", "C", "O", "N", "N", "H", "H", "H", "H", "C", "O", "N", "N", "H", "H", "H", "H", "C", "O", "N", "N", "H", "H", "H", "H", "C", "O", "N", "N", "H", "H", "H", "H", "C", "O", "N", "N", "H", "H", "H", "H", "C", "O", "N", "N", "H", "H", "H", "H", "C", "O", "N", "N", "H", "H", "H", "H", "C", "O", "N", "N", "H", "H", "H", "H", "C", "O", "N", "N", "H", "H", "H", "H"], "coordinates": [[5.939, -0.568, -0.296], [4.697, 0.249, 0.699], [7.248, 0.041, 0.765], [7.305, -1.392, -1.241], [4.718, -1.021, -1.508], [6.119, 0.970, -1.346], [5.724, -2.154, 0.584], [0.496, -0.177, -0.542], [1.676, 0.072, -1.901], [1.861, -0.456, 0.526], [-0.651, -0.456, 0.754], [-0.845, 0.327, -1.636], [0.255, -1.896, -1.021], [0.747, 1.542, -0.156], [5.059, -4.923, 4.519], [5.713, -5.987, 4.564], [5.203, -3.964, 5.392], [4.253, -4.571, 3.559], [5.632, -3.998, 6.306], [4.932, -3.018, 5.163], [4.102, -5.076, 2.698], [3.761, -3.697, 3.682], [-1.565, -5.228, -1.410], [-1.925, -4.320, -2.138], [-0.979, -6.347, -1.771], [-1.705, -5.398, -0.109], [-0.873, -6.368, -2.775], [-0.382, -6.868, -1.144], [-1.916, -4.685, 0.574], [-1.402, -6.278, 0.284], [3.701, 0.408, -4.895], [3.849, 0.967, -5.950], [4.689, -0.262, -4.316], [2.549, 0.328, -4.369], [4.629, -0.592, -3.363], [5.601, -0.197, -4.746], [2.400, -0.148, -3.491], [1.754, 0.896, -4.626], [-0.778, 7.103, -0.109], [-1.271, 7.452, -1.141], [-0.692, 5.848, 0.205], [-0.196, 7.890, 0.745], [-0.365, 5.624, 1.135], [-1.132, 5.249, -0.478], [-0.215, 8.896, 0.655], [0.183, 7.421, 1.556], [-7.021, -0.376, 1.708], [-7.414, -0.641, 2.797], [-5.761, -0.164, 1.483], [-7.761, -0.091, 0.662], [-5.064, -0.284, 2.204], [-5.530, -0.096, 0.503], [-8.756, -0.228, 0.767], [-7.417, 0.265, -0.219], [-4.043, -1.246, 4.196], [-3.626, -0.486, 3.331], [-4.502, -2.478, 4.191], [-4.198, -0.789, 5.393], [-4.863, -2.962, 5.000], [-4.346, -2.964, 3.319], [-3.844, 0.148, 5.520], [-4.562, -1.384, 6.123], [-1.400, 3.360, -3.195], [-0.825, 2.777, -4.128], [-1.545, 2.832, -2.043], [-1.774, 4.605, -3.231], [-2.133, 3.370, -1.421], [-1.209, 1.910, -1.805], [-2.641, 4.711, -2.724], [-1.679, 5.158, -4.071], [1.667, 4.559, 1.883], [2.182, 5.633, 1.925], [0.723, 4.245, 2.686], [1.995, 3.672, 1.038], [0.317, 3.323, 2.614], [0.392, 4.911, 3.370], [1.582, 2.751, 1.026], [2.581, 3.965, 0.269], [-1.343, -3.021, 2.763], [-1.846, -3.268, 1.699], [-0.957, -1.870, 3.139], [-1.016, -3.888, 3.671], [-0.913, -1.046, 2.557], [-0.279, -1.958, 3.883], [-1.341, -4.841, 3.602], [-0.600, -3.616, 4.551], [3.657, 3.453, -2.381], [4.588, 4.141, -2.676], [2.391, 3.819, -2.148], [3.744, 2.195, -2.133], [2.394, 4.821, -2.279], [1.545, 3.269, -2.182], [4.640, 1.739, -2.034], [2.934, 1.628, -1.924], [-4.188, 1.769, -6.320], [-5.234, 2.222, -6.737], [-3.834, 0.538, -6.044], [-3.246, 2.583, -6.097], [-4.514, -0.152, -6.327], [-2.834, 0.392, -6.049], [-2.380, 2.064, -6.096], [-3.479, 3.539, -6.327], [2.769, -3.494, -4.048], [3.808, -4.170, -4.257], [2.201, -3.428, -2.884], [2.019, -2.850, -4.889], [2.582, -3.840, -2.044], [1.487, -2.776, -2.593], [1.357, -2.255, -4.410], [2.330, -2.567, -5.807], [-3.048, 2.381, 1.178], [-3.372, 3.370, 0.589], [-2.699, 2.207, 2.457], [-3.065, 1.219, 0.658], [-2.444, 2.978, 3.058], [-2.252, 1.358, 2.772], [-2.855, 0.436, 1.261], [-3.483, 1.130, -0.257], [0.327, 1.543, 5.541], [1.149, 0.707, 5.811], [-0.581, 2.094, 6.335], [0.187, 2.011, 4.320], [-1.129, 2.856, 5.962], [-0.633, 1.697, 7.262], [0.877, 1.745, 3.631], [-0.374, 2.844, 4.224], [5.195, 2.420, 3.611], [3.992, 2.225, 3.858], [5.578, 1.862, 2.491], [6.201, 2.736, 4.365], [4.862, 1.342, 2.004], [6.564, 1.806, 2.277], [7.031, 3.130, 3.945], [5.840, 2.735, 5.308], [2.416, -4.099, 0.570], [3.057, -5.017, 1.128], [3.050, -3.152, -0.055], [1.144, -3.929, 0.482], [4.020, -3.362, 0.137], [2.611, -2.256, -0.209], [0.473, -4.672, 0.616], [0.801, -3.098, 0.021], [3.620, -0.997, 3.620], [4.303, -1.335, 4.591], [3.744, -1.389, 2.450], [2.522, -0.303, 3.654], [4.234, -2.247, 2.242], [3.080, -1.017, 1.787], [2.301, 0.217, 4.491], [2.138, -0.101, 2.741], [-5.260, 0.988, -2.536], [-6.054, 0.937, -1.578], [-5.027, 0.060, -3.316], [-4.767, 2.112, -3.059], [-4.408, 0.263, -4.087], [-5.118, -0.909, -3.045], [-4.890, 3.009, -2.610], [-4.483, 2.148, -4.027], [-0.866, -1.641, -4.891], [-0.865, -2.151, -6.013], [-1.046, -0.349, -4.630], [-0.725, -2.310, -3.759], [-0.976, -0.093, -3.656], [-1.128, 0.295, -5.404], [-0.768, -1.683, -2.968], [-0.887, -3.285, -3.552], [-4.449, -2.199, -0.974], [-5.392, -2.189, -1.668], [-4.343, -2.873, 0.043], [-3.360, -1.495, -1.256], [-3.479, -3.027, 0.543], [-5.186, -3.413, 0.178], [-3.273, -1.010, -2.138], [-2.494, -1.636, -0.757]]}

In Eh, the total energy values for the records above are, in order, -2982.5757; -4521.4866; -10175.9615.